[1]
Formula: C24H19F3NNaOSi
Source: the Open Molecules 2025 dataset
Level of theory: ωB97M-V/def2-TZVPD

```
50
C24H19F3NNaOSi ωB97M-V/def2-TZVPD
Na 0.03 -0.08 -0.23
F 1.11 -1.11 6.67
C 0.46 0.00 6.30
F -0.73 -0.01 6.93
F 1.15 1.05 6.74
C 0.27 0.03 4.80
C -0.43 -1.00 4.19
C -0.59 -0.95 2.82
N -0.12 0.04 2.06
C 0.56 1.02 2.67
C 0.78 1.06 4.04
H -0.82 -1.83 4.77
H -1.11 -1.76 2.31
H 0.99 1.79 2.03
H 1.34 1.86 4.48
O 1.86 -0.05 -0.71
Si 3.37 0.08 -0.24
C 3.69 1.74 0.61
C 3.64 2.92 -0.13
C 3.79 4.17 0.47
C 3.99 4.25 1.84
C 4.05 3.09 2.60
C 3.91 1.85 1.99
C 3.83 -1.24 1.04
C 5.13 -1.36 1.55
C 5.46 -2.32 2.50
C 4.48 -3.19 2.97
C 3.18 -3.10 2.47
C 2.87 -2.13 1.52
C 4.62 -0.07 -1.65
C 4.31 -0.86 -2.76
C 5.22 -1.04 -3.79
C 6.47 -0.42 -3.74
C 6.79 0.38 -2.65
C 5.87 0.55 -1.62
H 3.48 2.87 -1.21
H 3.74 5.07 -0.13
H 4.11 5.22 2.31
H 4.22 3.16 3.67
H 3.96 0.95 2.60
H 5.91 -0.69 1.19
H 6.47 -2.39 2.88
H 4.73 -3.94 3.71
H 2.42 -3.78 2.83
H 1.86 -2.07 1.13
H 3.34 -1.34 -2.81
H 4.97 -1.66 -4.65
H 7.18 -0.55 -4.54
H 7.76 0.87 -2.60
H 6.13 1.19 -0.78
```

Properties
E_HOMO ... -8.49 eV
Orbital gap ... 8.015 eV
LUMO ... -0.47 eV

***

[2]
Formula: C24H19FO3S
Source: the Open Molecules 2025 dataset
Level of theory: ωB97M-V/def2-TZVPD

```
48
C24H19FO3S ωB97M-V/def2-TZVPD
O -4.91 -0.36 0.77
F -2.03 4.36 -2.42
O -4.83 -1.46 2.77
O 1.73 -0.59 -2.50
S 1.76 -2.05 5.68
C -4.32 -1.01 1.63
C 0.95 -3.49 5.40
C 1.07 -1.33 4.31
C 0.09 -3.40 4.31
C 0.19 -2.15 3.63
C 0.12 3.58 -1.46
C -0.75 2.74 -3.46
C 1.99 -0.89 -0.12
C -1.97 -1.81 2.40
C -0.92 3.63 -2.43
C 1.15 -0.76 -1.25
C -2.83 -1.29 1.42
C 1.25 2.65 -1.60
C 0.27 1.80 -3.60
C 1.28 1.74 -2.64
C -0.22 -0.61 -1.09
C -2.16 -0.94 0.24
C 1.45 -1.29 1.11
C -0.55 -1.88 2.36
C -0.77 -0.91 0.18
C 0.05 -1.24 1.27
C 2.27 2.75 -0.55
C 0.17 0.84 -4.74
C 2.37 0.66 -2.83
H -5.66 -0.97 2.95
H 1.06 -4.31 6.04
H 1.55 -0.46 3.88
H -0.61 -4.20 3.97
H -0.05 4.17 -0.54
H -1.48 2.73 -4.20
H 3.08 -0.99 -0.14
H -2.46 -1.88 3.38
H -0.79 -0.43 -2.02
H -2.78 -0.59 -0.60
H 1.90 -1.79 2.03
H 1.76 2.49 0.37
H 3.16 2.01 -0.56
H 2.67 3.80 -0.49
H -0.17 1.28 -5.73
H -0.44 0.04 -4.39
H 1.17 0.48 -4.89
H 2.99 0.67 -3.73
H 3.22 0.69 -2.14
```

Properties
E_HOMO ... -7.96 eV
SMILES ... Cc1cc(F)cc(C)c1COc1ccc2c(-c3ccsc3)cc(C(=O)O)cc2c1
Orbital gap ... 7.829 eV
LUMO ... -0.13 eV

***

[3]
Formula: C24H19MgN2O4S
Source: the Open Molecules 2025 dataset
Level of theory: ωB97M-V/def2-TZVPD

```
51
C24H19MgN2O4S ωB97M-V/def2-TZVPD
Mg -0.44 -2.15 -0.88
O -3.60 -0.34 -2.71
C -2.53 -0.73 -2.26
O -2.31 -1.55 -1.31
C -1.19 -0.07 -2.78
C -1.12 1.00 -3.62
C 0.13 1.43 -4.06
C 1.25 0.69 -3.67
C 1.08 -0.44 -2.89
N -0.13 -0.72 -2.44
C 2.16 -1.40 -2.34
O 3.30 -1.24 -2.79
O 1.74 -2.24 -1.49
H -2.04 1.49 -3.90
H 0.25 2.30 -4.73
H 2.27 0.93 -3.94
C -0.93 4.36 1.50
C 0.03 3.51 0.68
C 1.31 4.23 0.55
C -0.53 3.31 -0.67
C 0.31 2.18 1.46
C 0.62 2.17 2.81
C 0.83 1.01 3.49
C 0.58 -0.23 2.89
S 0.70 -1.86 3.49
C 0.20 -2.40 1.84
N 0.00 -1.44 1.01
C 0.26 -0.18 1.55
C 0.11 0.97 0.87
C 0.01 -3.77 1.52
C 0.05 -4.78 2.48
C -0.30 -6.02 2.15
C -0.56 -6.37 0.85
C -0.56 -5.35 -0.12
C -0.36 -4.04 0.16
H -1.19 5.26 0.87
H -0.30 4.74 2.33
H -1.83 3.74 1.88
H 1.15 5.11 -0.05
H 2.09 3.65 0.06
H 1.73 4.56 1.53
H -0.67 4.26 -1.13
H -1.54 2.89 -0.58
H 0.02 2.72 -1.37
H 0.77 3.10 3.33
H 1.09 1.03 4.54
H -0.34 1.02 -0.16
H 0.35 -4.56 3.48
H -0.17 -6.80 2.88
H -0.82 -7.37 0.77
H -0.93 -5.60 -1.09
```

Properties
E_HOMO ... -5.58 eV
Net charge ... -1
Orbital gap ... 7.975 eV
LUMO ... 2.40 eV

***

[4]
Formula: C24H19N3O2
Source: the Open Molecules 2025 dataset
Level of theory: ωB97M-V/def2-TZVPD

```
48
C24H19N3O2 ωB97M-V/def2-TZVPD
C -1.03 1.43 0.34
N -2.07 0.80 1.18
O -3.06 0.33 0.60
O -1.96 0.75 2.44
C -0.45 2.49 1.32
C -0.43 2.30 2.73
C -0.50 3.39 3.62
C -0.45 4.69 3.11
C -0.63 5.85 4.00
N -0.79 6.78 4.67
C -0.20 4.90 1.75
C -0.20 3.80 0.88
H -1.64 2.00 -0.39
H -0.19 1.35 3.19
H -0.63 3.26 4.71
H -0.07 5.94 1.40
H -0.04 3.98 -0.18
C -3.22 -4.01 -1.14
N -2.04 -3.17 -1.08
C -2.03 -1.80 -0.91
C -0.73 -1.29 -0.87
C -0.41 0.21 -0.70
C 1.05 0.47 -0.69
C 1.85 -0.26 0.19
C 3.22 0.01 0.26
C 3.74 1.04 -0.53
C 2.92 1.86 -1.32
C 1.55 1.58 -1.37
C 0.14 -2.44 -1.23
C 1.45 -2.64 -1.67
C 1.83 -3.90 -2.15
C 0.96 -4.99 -2.18
C -0.35 -4.87 -1.68
C -0.73 -3.60 -1.26
H -2.89 -5.04 -1.07
H -3.89 -3.71 -0.33
H -3.76 -3.90 -2.08
H -2.96 -1.27 -0.90
H -0.88 0.69 -1.59
H 1.41 -1.03 0.84
H 3.85 -0.58 0.93
H 4.82 1.18 -0.58
H 3.33 2.70 -1.89
H 0.89 2.23 -1.95
H 2.17 -1.82 -1.68
H 2.84 -4.03 -2.54
H 1.28 -5.95 -2.59
H -1.06 -5.71 -1.65
```

Properties
E_HOMO ... -7.94 eV
SMILES ... Cn1cc([C@H](c2ccccc2)[C@H](c2ccc(C#N)cc2)[N+](=O)[O-])c2ccccc21
Orbital gap ... 7.340 eV
LUMO ... -0.60 eV

***

[5]
Formula: C24H19N5O2
Source: the Open Molecules 2025 dataset
Level of theory: ωB97M-V/def2-TZVPD

```
50
C24H19N5O2 ωB97M-V/def2-TZVPD
O 2.21 -0.29 5.10
N 1.35 -0.59 0.45
O -3.94 2.81 0.74
C 1.33 -0.06 4.27
C 0.81 -0.15 1.56
C 1.55 -0.40 2.81
C 4.48 -2.03 1.56
C 3.60 -1.82 0.49
C 2.64 -0.98 2.30
C -5.64 3.43 -2.99
C -4.23 3.57 -2.84
C -6.48 3.15 -1.88
C 4.49 -4.30 -2.23
C -3.64 3.31 -1.58
C -5.86 2.81 -0.70
C -2.66 0.73 0.20
C -2.01 2.46 1.80
C -1.48 0.10 0.48
C -0.87 1.75 2.15
C 4.45 -3.76 -0.97
C 3.72 -3.78 -3.34
C 2.96 -2.05 -1.77
C -4.42 2.92 -0.51
C -2.86 1.98 0.87
C -0.52 0.62 1.45
C 3.66 -2.60 -0.70
C 2.88 -2.71 -3.07
N 0.24 0.66 4.70
N 3.85 -1.53 2.72
N 2.58 -1.03 0.92
N 2.01 -2.14 -4.05
H 5.36 -2.63 1.65
H -5.96 3.71 -3.98
H -3.67 3.86 -3.68
H -7.56 3.16 -1.76
H 5.02 -5.28 -2.24
H -2.52 3.25 -1.58
H -6.46 2.62 0.22
H -3.27 0.22 -0.48
H -2.19 3.44 2.34
H -1.22 -0.93 0.07
H -0.14 2.25 2.83
H 4.95 -4.28 -0.14
H 4.02 -4.25 -4.26
H 2.42 -1.11 -1.65
H 0.21 0.91 5.66
H -0.58 0.76 4.11
H 4.12 -1.78 3.69
H 1.35 -1.43 -3.75
H 1.89 -2.56 -4.99
```

Properties
E_HOMO ... -7.51 eV
SMILES ... NC(=O)c1c(-c2ccc(Oc3ccccc3)cc2)nn2c(-c3cccc(N)c3)c[nH]c12
Orbital gap ... 8.148 eV
LUMO ... 0.64 eV